# 1
The following is a DFT calculation (ωB97M-V/def2-TZVPD) of F3H12HfO6 as an isolated structure.

Computed properties:
HOMO (eV): -14.10
Maximum force (eV/A): 3.32
Energy above the lowest of the compared OMol25 structures with the same formula, charge and spin (kcal/mol): 272.9

Geometry as ORCA input:
```
! wB97M-V def2-TZVPD RIJCOSX def2/J DEFGRID3
* xyz 1 1
Hf -0.10436 -0.10381 0.58530
F 1.21848 -3.22810 0.61821
F 0.07025 2.89721 1.89314
F -1.70175 -1.53731 2.93322
O -3.12925 1.34197 0.45813
H -4.02506 1.02887 0.33269
H -3.20628 2.29606 0.45817
O 3.12890 0.58396 -0.31418
H 3.76293 0.21383 -0.92838
H 3.61216 1.27117 0.14456
O 1.96319 -0.32998 3.21509
H 2.06733 0.21633 3.99415
H 2.51490 -1.09410 3.38234
O 0.69706 -1.32211 -2.49359
H 1.37896 -0.97605 -3.06935
H 0.32815 -2.06188 -2.97616
O 0.01768 2.52446 -1.75192
H -0.30911 2.82771 -2.59896
H 0.43204 3.29549 -1.36455
O -2.66771 -2.31302 -0.76776
H -3.10498 -2.87827 -0.13096
H -2.94352 -2.65245 -1.61920
*
```

---

# 2
The following is a DFT calculation (ωB97M-V/def2-TZVPD) of a 2-piece molecular cluster, F3HNP overall.

Computed properties:
HOMO (alpha / beta) (eV): -12.57 / -11.55
Maximum force (eV/A): 4.14
Energy above the lowest of the compared OMol25 structures with the same formula, charge and spin (kcal/mol): 101.9

Geometry as ORCA input:
```
! wB97M-V def2-TZVPD RIJCOSX def2/J DEFGRID3
* xyz 0 1
N -1.41699 0.18807 -0.00240
F 1.10853 -2.03700 0.44683
F 1.24162 1.11228 0.49846
F 0.54259 0.84596 -1.60117
P 0.10490 0.20919 -0.17372
H -1.58065 -0.31850 0.83200
*
```

---

# 3
The following is a DFT calculation (ωB97M-V/def2-TZVPD) of a single F3HNP molecule.

Computed properties:
HOMO (alpha / beta) (eV): -6.27 / -13.73
Maximum force (eV/A): 11.10

Geometry as ORCA input:
```
! wB97M-V def2-TZVPD RIJCOSX def2/J DEFGRID3
* xyz 0 3
N -0.53857 0.36650 0.35188
F 0.91645 -0.15480 2.58248
F -0.38328 2.10804 2.11353
F 1.92371 1.55615 1.40043
P 0.39212 0.99857 1.35869
H 0.02389 -0.08944 -0.31360
*
```

---

# 4
The following is a DFT calculation (ωB97M-V/def2-TZVPD) of F4H12N2NaO14S4 as an isolated structure.

Computed properties:
HOMO (eV): -7.41
Maximum force (eV/A): 11.76
Energy above the lowest of the compared OMol25 structures with the same formula, charge and spin (kcal/mol): 47.3

Geometry as ORCA input:
```
! wB97M-V def2-TZVPD RIJCOSX def2/J DEFGRID3
* xyz -1 1
Na 0.38595 14.73336 17.47217
N -0.26239 12.99659 16.06640
S 0.14575 12.08849 14.99992
O -0.69919 12.14043 13.85387
O 1.07620 11.01679 15.27019
F 1.24423 13.19507 14.55983
S -1.16825 11.72469 16.86072
O -0.67615 11.40191 18.15127
O -1.77279 10.58367 16.10281
F -2.50203 12.53386 17.19800
N 3.86268 10.95743 17.39974
S 3.81210 12.58406 16.89395
O 5.14773 13.29229 16.81753
O 2.53911 13.30958 16.99415
F 3.68795 12.29491 15.29268
S 3.50913 11.37073 18.78266
O 2.09933 11.36567 19.12277
O 4.45970 12.13513 19.52339
F 3.95228 9.86408 19.43432
O -1.42484 16.31871 17.70784
H -1.20837 16.53699 18.61433
H -2.24990 15.83709 17.76742
O 1.67649 16.07834 15.65836
H 1.50581 15.19092 15.34280
H 2.55577 16.28154 15.33930
O 0.29846 13.48079 19.51916
H 0.28583 12.52473 19.47415
H 1.18015 13.69506 19.82401
O 2.26541 16.02318 18.81770
H 2.07797 16.64322 19.52243
H 2.95920 16.44168 18.30806
O -2.35471 14.11665 19.76909
H -1.44114 14.01552 19.50190
H -2.78887 14.49121 19.00264
O -1.75505 14.98264 14.95058
H -2.52422 14.47878 14.68460
H -1.20897 14.35502 15.42399
*
```

---

# 5
The following is a DFT calculation (ωB97M-V/def2-TZVPD) of F4InN2O8S4 as an isolated structure.

Computed properties:
HOMO (eV): -12.77
Maximum force (eV/A): 11.02
Energy above the lowest of the compared OMol25 structures with the same formula, charge and spin (kcal/mol): 119.5

Geometry as ORCA input:
```
! wB97M-V def2-TZVPD RIJCOSX def2/J DEFGRID3
* xyz 1 1
In 14.00176 -10.59184 17.05163
N 15.23812 -5.05590 17.23710
S 15.76606 -3.82849 16.42336
O 17.05278 -3.90833 15.75973
O 15.17522 -2.55357 16.58262
F 14.82965 -4.26259 15.20704
S 15.83050 -4.32944 18.70040
O 14.84708 -3.72913 19.54790
O 17.20679 -3.96407 18.80931
F 16.02341 -5.79241 19.41710
N 9.26285 -10.95463 14.31089
S 7.92020 -12.01247 14.37901
O 7.81192 -12.90708 13.24616
O 6.68336 -11.55247 15.05052
F 8.62062 -13.00827 15.44539
S 8.60385 -10.11823 13.21798
O 7.50684 -9.29110 13.67231
O 8.75464 -10.41903 11.77371
F 9.84136 -9.11427 13.26097
*
```

---

# 6
The following is a DFT calculation (ωB97M-V/def2-TZVPD) of F4KN2O8S4 as an isolated structure.

Computed properties:
HOMO (eV): -7.84
Maximum force (eV/A): 7.67
Energy above the lowest of the compared OMol25 structures with the same formula, charge and spin (kcal/mol): 38.8

Geometry as ORCA input:
```
! wB97M-V def2-TZVPD RIJCOSX def2/J DEFGRID3
* xyz -1 1
K 17.96079 5.12187 -17.79176
N 20.62279 4.87415 -18.04018
S 21.36776 5.00969 -19.36262
O 22.36808 4.04111 -19.71485
O 21.61131 6.38319 -19.73857
F 20.16108 4.57229 -20.35143
S 21.90383 5.26256 -17.02082
O 22.35167 6.62671 -16.97187
O 22.84744 4.20605 -16.83841
F 20.98914 5.07606 -15.69614
N 16.06332 3.48186 -16.80652
S 15.59936 1.88196 -17.07597
O 14.20704 1.57447 -17.23688
O 16.43915 0.91606 -16.40940
F 16.17606 1.78677 -18.55831
S 14.96624 3.83016 -15.82731
O 15.00308 3.16759 -14.54941
O 13.72332 4.27540 -16.39238
F 15.64509 5.25368 -15.32019
*
```

---

# 7
The following is a DFT calculation (ωB97M-V/def2-TZVPD) of a 2-piece molecular cluster, F4N2O overall.

Computed properties:
HOMO (alpha / beta) (eV): -11.17 / -11.02
Maximum force (eV/A): 3.50
Energy above the lowest of the compared OMol25 structures with the same formula, charge and spin (kcal/mol): 0.0

Geometry as ORCA input:
```
! wB97M-V def2-TZVPD RIJCOSX def2/J DEFGRID3
* xyz 0 1
N -0.34280 1.12993 0.44177
N 0.56081 -1.67034 -0.04760
O -0.58406 0.30291 -0.30499
F -0.14868 2.38385 0.01004
F -1.35216 1.27182 1.45994
F -0.00058 -2.13277 -1.11618
F 1.86748 -1.28540 -0.44298
*
```

---

# 8
The following is a DFT calculation (ωB97M-V/def2-TZVPD) of a 11-piece molecular cluster, F6H20O10P overall.

Computed properties:
HOMO (eV): -7.03
Maximum force (eV/A): 5.51
Energy above the lowest of the compared OMol25 structures with the same formula, charge and spin (kcal/mol): 40.2

Geometry as ORCA input:
```
! wB97M-V def2-TZVPD RIJCOSX def2/J DEFGRID3
* xyz -1 1
P 1.32662 -0.34308 0.08905
F 0.54162 0.23592 1.31705
F 2.16262 -1.00308 -1.08795
F 0.59362 -1.74308 0.29705
F 2.04662 1.06692 -0.10495
F 0.24462 0.11392 -0.82895
F 2.43262 -0.74108 1.13105
O -1.83438 2.31092 -0.66695
H -1.70838 1.43592 -1.04795
H -0.93738 2.65892 -0.52895
O -1.42238 -3.38808 1.59905
H -1.89238 -2.64508 1.96805
H -0.53038 -3.32508 1.91405
O 2.86662 2.39892 2.86005
H 3.14862 2.20292 1.97905
H 2.58662 1.61292 3.32005
O -0.23638 -1.56308 -2.97695
H 0.20962 -1.81708 -3.79495
H 0.43762 -1.39208 -2.31195
O 0.74562 0.86392 4.00905
H 0.49362 0.11892 4.53305
H 0.61862 0.55692 3.08905
O 0.59662 1.65992 -3.15795
H 0.24962 1.23492 -2.33495
H 0.36362 1.05792 -3.86395
O 0.48962 3.20492 -0.45795
H 0.79162 4.02592 -0.13295
H 1.07262 2.48792 -0.16795
O -1.94638 -1.14608 2.78805
H -1.92038 -0.31408 2.39405
H -1.21338 -1.23008 3.41605
O -1.72538 -3.29508 -1.40195
H -1.59838 -2.94008 -0.53995
H -1.15538 -2.63908 -1.84095
O -2.08438 0.46092 -2.98695
H -2.27838 0.06692 -3.85195
H -1.53538 -0.25108 -2.61695
*
```

---

# 9
The following is a DFT calculation (ωB97M-V/def2-TZVPD) of a 11-piece molecular cluster, F6H22NO9P overall.

Computed properties:
HOMO (eV): -10.54
Maximum force (eV/A): 3.51

Geometry as ORCA input:
```
! wB97M-V def2-TZVPD RIJCOSX def2/J DEFGRID3
* xyz 0 1
N 21.46810 -3.63195 10.23385
H 22.16288 -4.22547 9.80359
H 21.39150 -3.93593 11.19397
H 20.59187 -3.70270 9.73653
H 21.80989 -2.68181 10.21156
P 23.41626 -0.61963 9.82864
F 24.08182 -0.22714 8.38463
F 22.02765 -1.06835 9.07780
F 24.05544 -2.10760 9.50133
F 22.94604 -1.20121 11.26951
F 24.75430 -0.00905 10.54106
F 22.77113 0.86913 10.17023
O 19.65842 -2.14083 6.67181
H 18.75378 -1.95414 6.42084
H 20.02083 -1.28879 6.91456
O 26.34284 -3.54111 9.37323
H 26.34051 -4.27786 9.98431
H 25.55340 -3.04576 9.59150
O 19.46490 0.70487 8.44082
H 19.74718 0.08163 9.11024
H 19.71005 1.56112 8.79147
O 25.30100 -0.84209 6.08511
H 24.59970 -0.75085 6.73016
H 25.07162 -1.62911 5.59094
O 20.15544 3.01230 9.83822
H 20.57003 2.78012 10.66914
H 20.77199 3.61505 9.42256
O 25.28174 1.71246 12.67030
H 25.40436 1.18523 11.88086
H 25.51562 2.60157 12.40382
O 22.59239 2.70706 12.01950
H 22.62611 1.85160 11.59140
H 23.41132 2.76139 12.51207
O 21.42512 0.70358 6.45670
H 21.80782 -0.10030 6.80818
H 20.76461 0.95684 7.10155
O 25.03586 -2.27933 13.75965
H 24.49296 -2.84627 14.30743
H 24.41177 -1.81739 13.19987
*
```

---

# 10
The following is a DFT calculation (ωB97M-V/def2-TZVPD) of a 13-piece molecular cluster, F6H24O12P overall.

Computed properties:
HOMO (alpha / beta) (eV): -10.25 / -10.25
Maximum force (eV/A): 2.14
Energy above the lowest of the compared OMol25 structures with the same formula, charge and spin (kcal/mol): 0.0

Geometry as ORCA input:
```
! wB97M-V def2-TZVPD RIJCOSX def2/J DEFGRID3
* xyz 0 2
P -2.70646 8.19240 -10.28836
F -2.05536 9.54366 -9.73533
F -2.22419 7.22409 -9.06160
F -4.07150 8.53204 -9.41439
F -3.48811 6.87069 -10.90058
F -3.24892 9.02923 -11.53947
F -1.35622 7.99592 -11.21592
O 1.29851 9.34066 -10.63996
H 2.24785 9.24051 -10.56956
H 0.94558 8.76698 -9.95983
O -0.84574 10.78304 -12.34210
H -1.53398 10.12795 -12.45788
H -0.63601 10.74842 -11.40880
O -5.51413 11.04668 -8.39208
H -5.60855 10.17989 -8.78704
H -6.34561 11.48487 -8.57336
O -5.53885 7.21115 -12.23703
H -4.72770 7.10395 -11.74027
H -5.36179 6.79177 -13.07906
O -4.68054 11.42411 -11.18176
H -5.50274 10.97509 -11.37819
H -4.05586 10.71850 -11.01408
O -1.84549 4.72161 -9.29280
H -1.53156 4.67887 -10.19604
H -1.72562 5.63706 -9.04015
O -4.37274 4.48503 -8.16844
H -4.21631 4.28294 -7.24599
H -3.51192 4.72613 -8.51063
O -6.69778 9.43539 -11.15161
H -7.45045 8.90216 -10.89590
H -6.10185 8.82013 -11.57888
O -0.45655 8.69455 -6.51520
H -1.01874 8.84716 -7.27474
H -0.73765 9.34693 -5.87362
O -2.17597 5.80582 -13.50408
H -1.62145 6.27247 -12.87881
H -1.56262 5.43424 -14.13810
O 0.77478 6.89058 -12.60117
H 1.13377 7.27872 -13.39912
H 0.47990 7.63876 -12.08202
O -4.52087 7.65495 -6.42099
H -3.98718 7.82036 -7.19818
H -5.40916 7.54233 -6.75937
*
```

---

# 11
The following is a DFT calculation (ωB97M-V/def2-TZVPD) of F6Li3N3O12S6 as an isolated structure.

Computed properties:
HOMO (eV): -11.74
Maximum force (eV/A): 4.45
Energy above the lowest of the compared OMol25 structures with the same formula, charge and spin (kcal/mol): 36.9

Geometry as ORCA input:
```
! wB97M-V def2-TZVPD RIJCOSX def2/J DEFGRID3
* xyz 0 1
Li -0.00034 0.03292 -0.05111
Li -0.22183 -2.82557 0.47306
Li -1.34053 1.69224 -1.55446
N 0.55838 1.13467 -1.68443
S 1.40461 2.49577 -1.19780
O 0.80993 3.65608 -1.75378
O 2.76979 2.30820 -0.94570
F 0.79861 2.41779 0.28843
S 1.38786 0.74074 -3.02757
O 2.54103 -0.01162 -2.76423
O 1.35716 1.71091 -4.05604
F 0.31204 -0.34723 -3.52180
N -2.00780 0.29575 -0.15699
S -2.91889 -1.15609 -0.28370
O -4.28866 -1.02706 -0.13508
O -2.26987 -2.31772 0.27315
F -2.72919 -1.33766 -1.82897
S -2.78407 0.81480 1.17095
O -2.79828 -0.14512 2.20312
O -3.88338 1.65630 0.88231
F -1.66896 1.83884 1.65904
N 0.84534 -1.34549 1.16282
S 1.01554 -0.73296 2.74782
O 1.19388 0.65945 2.72126
O 1.80676 -1.53233 3.60063
F -0.46246 -0.99342 3.15706
S 2.38626 -1.81668 0.94627
O 2.73715 -3.10130 1.38577
O 3.29639 -0.74261 0.93856
F 2.15352 -2.02160 -0.64860
*
```

---

# 12
The following is a DFT calculation (ωB97M-V/def2-TZVPD) of a single F6N3P3 molecule.

Computed properties:
HOMO (eV): -9.97
Maximum force (eV/A): 2.81

Geometry as ORCA input:
```
! wB97M-V def2-TZVPD RIJCOSX def2/J DEFGRID3
* xyz 0 1
N -0.22578 1.23839 0.59208
N 1.82204 -0.52416 -0.23299
N -0.81446 -0.43083 -1.16691
F 2.18819 -1.12065 -1.41389
F -1.66429 -1.29830 -1.98423
F 2.03388 1.80664 0.47420
F 1.15717 -0.40363 1.96083
F -2.02334 -0.58801 1.26411
F -2.84812 1.14326 0.03814
P 0.97934 1.19918 -0.49607
P 1.11235 -1.48415 0.80150
P -1.46086 0.31508 0.08831
*
```

---

# 13
The following is a DFT calculation (ωB97M-V/def2-TZVPD) of F8Li2N4O16S8 as an isolated structure.

Computed properties:
HOMO (eV): -4.35
Maximum force (eV/A): 12.99
Energy above the lowest of the compared OMol25 structures with the same formula, charge and spin (kcal/mol): 162.8

Geometry as ORCA input:
```
! wB97M-V def2-TZVPD RIJCOSX def2/J DEFGRID3
* xyz -2 1
Li 1.50482 -2.91209 -1.30209
Li 0.20944 -0.83033 -0.94115
N -2.02216 1.03936 3.41067
S -1.77964 0.79076 5.14124
O -0.84950 1.61677 5.88724
O -2.18571 -0.46520 5.71091
F -3.09040 1.65572 5.47547
S -0.68807 0.31332 3.10037
O -0.68138 -1.12643 3.38028
O 0.48354 1.16441 3.22484
F -0.89438 0.38604 1.50565
N 0.35370 3.56574 -1.85826
S -1.32598 3.88984 -2.25069
O -1.85835 5.19629 -1.78696
O -2.04327 2.68666 -2.61977
F -0.87895 4.39671 -3.72176
S 0.08736 2.76625 -0.55674
O 0.29940 1.34341 -0.74206
O -1.00759 3.17397 0.28102
F 1.37342 3.34894 0.29435
N -0.34042 -2.67434 -0.78170
S -1.83397 -3.31424 -1.41883
O -3.05904 -2.66214 -0.92155
O -1.94709 -4.74836 -1.61217
F -1.74705 -2.73188 -2.90079
S -0.53499 -3.45039 0.48210
O -0.08240 -4.84317 0.54450
O -1.46967 -2.93755 1.50397
F 0.82100 -2.73634 0.97516
N 1.99327 -0.89530 -1.52980
S 2.43245 -0.31063 -3.06816
O 3.55355 -0.95101 -3.68721
O 2.07557 1.10060 -3.30738
F 1.21853 -0.93894 -3.91907
S 3.26396 -0.14056 -0.89910
O 3.17473 1.31767 -0.76260
O 4.62763 -0.64866 -0.94803
F 2.84766 -0.43490 0.61809
*
```

---

# 14
The following is a DFT calculation (ωB97M-V/def2-TZVPD) of F8N4Na4O16S8 as an isolated structure.

Computed properties:
HOMO (eV): -9.80
Maximum force (eV/A): 11.67
Energy above the lowest of the compared OMol25 structures with the same formula, charge and spin (kcal/mol): 0.0

Geometry as ORCA input:
```
! wB97M-V def2-TZVPD RIJCOSX def2/J DEFGRID3
* xyz 0 1
Na -0.72773 -1.19097 2.05679
Na 0.36591 1.46460 1.26584
Na 2.15117 2.19807 -2.08114
Na 3.52460 -3.12187 4.76828
N 1.56204 -0.55444 1.33889
S 3.03747 -0.38478 2.19447
O 4.15358 0.19181 1.52311
O 3.36450 -1.37797 3.26346
F 2.56875 0.80708 3.17076
S 2.25474 -1.12778 0.10344
O 3.16429 -2.25505 0.39365
O 2.59050 -0.12703 -0.94219
F 1.00719 -1.86104 -0.57104
N -1.20447 1.10005 3.05499
S -2.47996 2.18123 2.85270
O -2.84335 3.09601 3.90310
O -3.50911 1.62440 1.99011
F -1.72662 3.07406 1.76239
S -0.75376 1.56961 4.42120
O -1.62617 1.28551 5.58407
O -0.03323 2.81279 4.34776
F 0.35919 0.44661 4.59904
N -1.95042 -2.13960 0.28538
S -1.92213 -3.54555 -0.11391
O -0.64581 -4.15836 -0.39943
O -3.15930 -4.11926 -0.63762
F -2.18012 -3.96184 1.37244
S -1.97774 -1.58732 -1.30439
O -3.20200 -0.92921 -1.65387
O -1.23016 -2.24977 -2.38849
F -1.16647 -0.25155 -0.93025
N 1.12482 1.59237 -4.18454
S 0.18798 0.35567 -4.32147
O 0.65890 -0.72651 -5.17743
O -1.20786 0.51361 -4.17538
F 0.65346 -0.19045 -2.82585
S 0.22574 2.50399 -5.40705
O -0.79889 3.42031 -4.83222
O 0.04503 1.95652 -6.71288
F 1.34557 3.66588 -5.59289
*
```

---

# 15
The following is a DFT calculation (ωB97M-V/def2-TZVPD) of FFe2H2O as an isolated structure.

Computed properties:
HOMO (alpha / beta) (eV): -26.32 / -25.92
Maximum force (eV/A): 1.38

Geometry as ORCA input:
```
! wB97M-V def2-TZVPD RIJCOSX def2/J DEFGRID3
* xyz 3 9
Fe -3.25563 0.58103 -0.31850
Fe 0.62196 -0.08792 -1.47030
F -1.36408 -0.01685 -0.91552
O 1.18033 -0.08350 0.54596
H 0.69746 -0.23577 1.37122
H 2.11996 -0.15699 0.78713
*
```